C16H31GdN2S | wB97M-V/def2-TZVPD

Structure (ORCA input):
```
! wB97M-V def2-TZVPD RIJCOSX def2/J DEFGRID3
* xyz 2 8
H -3.373 -0.575 -0.714
C 0.107 0.049 3.431
C 1.437 -2.845 -0.378
H -0.918 -0.748 -4.975
H 1.740 2.072 -0.240
H -3.251 0.073 -2.359
H -0.188 0.669 -4.211
H 2.052 -0.344 3.607
H 2.702 -1.717 -2.560
H 1.438 5.188 -2.272
C -1.153 0.966 5.356
C -0.942 -0.123 -4.067
H -0.284 5.057 -2.686
C 1.866 -1.359 -3.176
C -0.977 -2.022 -0.813
H 1.390 -3.940 -0.483
H -1.781 0.376 6.033
H 1.320 -2.620 0.691
H -2.439 -1.954 0.751
H -1.929 0.357 -4.031
C 0.395 -2.170 -1.192
C 0.644 4.488 -2.566
C -3.062 -0.811 -1.742
H 0.132 -1.106 5.788
H 1.756 -0.469 6.157
H 2.067 -0.313 -3.455
H -1.627 1.942 5.212
C -1.640 -1.230 -1.808
N 1.197 -0.261 4.160
H 1.939 1.794 -2.028
N -1.068 0.256 4.071
H 1.594 -2.003 5.276
H -1.853 0.406 3.440
C -0.689 -0.944 -2.849
H 0.092 3.824 -0.588
C 1.154 -1.011 5.419
H -0.167 1.096 5.806
H -0.363 2.721 -1.883
S 0.240 0.196 1.722
H 2.439 -2.526 -0.686
H 2.614 3.216 -1.249
H 0.900 4.083 -3.553
C 0.573 -1.511 -2.457
C 0.460 3.369 -1.521
H -3.721 -1.614 -2.099
C -1.603 -2.581 0.416
C 1.733 2.557 -1.245
H -2.002 -3.597 0.245
H 1.871 -1.948 -4.106
H -0.879 -2.648 1.239
Gd 0.060 0.234 -0.830
*
```

LUMO energy (alpha / beta): -6.607 / -9.255 eV
Highest occupied orbital energy (alpha / beta): -15.06 / -14.81 eV
Frontier orbital gap (alpha / beta): 8.45 / 5.56 eV
Electronic energy: -1901.05355 Ha
<S²>: 16.139

C16H31MgN3O2 | wB97M-V/def2-TZVPD

Structure (ORCA input):
```
! wB97M-V def2-TZVPD RIJCOSX def2/J DEFGRID3
* xyz 1 2
H 3.281 3.192 2.592
H 0.115 4.422 -2.075
H -2.094 -3.678 0.224
H -2.411 1.841 -1.698
O -0.320 0.177 3.183
N 2.034 0.658 1.300
C -2.565 -0.769 -2.767
C 3.627 2.707 1.680
N -2.376 -0.264 0.901
H 5.731 3.154 2.327
H 0.566 -4.996 0.078
Mg -0.202 0.438 1.260
H -0.671 -5.553 -0.960
H -4.438 0.545 -1.315
C -0.298 -0.975 4.031
C 5.799 1.769 0.710
C -0.335 -4.659 -0.436
H -0.836 -3.709 1.447
C -1.317 -4.300 0.668
C 0.011 -3.443 -1.261
H -2.162 -1.383 -3.572
H 5.661 2.537 -0.051
H -1.569 3.755 -0.391
H 3.445 3.435 0.889
C -4.263 -0.452 -0.910
H -3.581 -2.377 -1.607
C -3.735 -1.383 -2.027
O -0.432 2.081 0.230
H -1.713 -0.640 -2.099
H 0.804 4.387 -0.398
H -1.808 3.138 -2.650
H -0.161 -1.897 3.465
H -0.801 -3.290 -1.972
H 0.913 -3.598 -1.853
C 0.375 3.805 -1.215
H -1.186 -1.006 4.663
H 6.880 1.648 0.782
C 2.718 1.593 1.484
H -0.854 1.709 -2.524
H 5.292 0.919 0.254
C 0.164 -2.150 -0.603
N 0.288 -1.130 -0.047
H 0.570 -0.965 4.690
C -3.229 -0.344 0.107
H -5.116 -0.871 -0.376
H -2.791 0.220 -3.167
H 5.226 1.526 2.728
H -4.614 -1.508 -2.658
H -1.665 -5.211 1.156
C 5.146 2.306 1.970
C -1.492 2.374 -1.941
H 1.224 3.184 -1.501
C -0.836 3.029 -0.745
*
```

LUMO energy (alpha / beta): -2.060 / -6.409 eV
Highest occupied orbital energy (alpha / beta): -10.47 / -10.46 eV
Frontier orbital gap (alpha / beta): 8.41 / 4.05 eV
Electronic energy: -1142.86104 Ha
<S²>: 0.754

C16H31N4O4PS | wB97M-V/def2-TZVPD

Structure (ORCA input):
```
! wB97M-V def2-TZVPD RIJCOSX def2/J DEFGRID3
* xyz 0 1
H -4.549 -0.178 6.236
H -3.083 -3.356 2.610
N -5.483 0.368 2.752
H 2.059 -5.659 -0.294
H 1.613 5.368 -4.427
C 1.684 6.186 -3.704
C 1.543 3.412 -2.571
H 0.992 -1.236 -0.802
S -1.597 2.335 -1.384
H 2.293 -5.785 -2.794
H 1.872 -3.513 -1.571
O -1.542 0.591 4.202
H 2.744 6.413 -3.541
C -0.453 0.858 -1.628
H 1.669 1.652 -0.878
C -1.588 -2.496 1.098
C 0.992 5.838 -2.390
O -2.295 -1.548 3.445
O -4.769 -0.707 5.390
H 2.680 4.846 -1.450
H -1.926 -1.946 0.099
H -3.711 -1.775 1.798
P -4.276 0.411 4.112
H 1.107 4.441 -0.739
H 3.247 -7.030 -1.965
N 1.471 2.392 -3.309
C 1.191 -0.474 0.095
C 2.939 -5.237 -0.792
N -1.383 3.287 3.608
C -2.739 -2.273 2.244
H -5.199 1.151 2.094
H 3.803 -5.438 -0.146
H 4.053 -5.611 -2.631
C 2.749 -3.727 -0.951
H -1.067 -0.108 -1.302
H -0.898 -0.229 0.975
H -0.067 5.632 -2.590
H 1.030 6.709 -1.726
H -2.547 0.343 2.282
H 1.214 7.064 -4.160
O -0.216 -2.177 1.519
H -1.603 -3.657 0.828
H -2.830 1.948 -0.818
C 3.144 -5.952 -2.124
C 3.982 -3.119 -1.599
H -5.456 -0.553 2.262
H 0.250 1.592 0.416
C 0.755 1.025 -0.504
N 5.005 -2.615 -2.137
C -1.346 1.976 3.730
H 2.592 -3.264 0.029
H -0.025 0.750 -2.713
H 2.306 -0.465 0.450
C 0.110 -0.753 1.341
H 0.505 -0.239 2.343
C 1.629 4.641 -1.681
C -2.574 -0.106 3.365
*
```

LUMO energy: -0.083 eV
SMILES: N#CO[C@@H](OCCOCCCCS)P(N)O.CCCC#N.CCCC#N
Highest occupied orbital energy: -9.01 eV
Frontier orbital gap: 8.93 eV
Electronic energy: -1887.41891 Ha

Q: Which value of electronic energy does entry 1 give?
A: -1901.05355 Ha

Q: What is the formula in the second record?
A: C16H31MgN3O2

What did the first record say?
C16H31GdN2S | wB97M-V/def2-TZVPD

Structure (ORCA input):
```
! wB97M-V def2-TZVPD RIJCOSX def2/J DEFGRID3
* xyz 2 8
H -3.373 -0.575 -0.714
C 0.107 0.049 3.431
C 1.437 -2.845 -0.378
H -0.918 -0.748 -4.975
H 1.740 2.072 -0.240
H -3.251 0.073 -2.359
H -0.188 0.669 -4.211
H 2.052 -0.344 3.607
H 2.702 -1.717 -2.560
H 1.438 5.188 -2.272
C -1.153 0.966 5.356
C -0.942 -0.123 -4.067
H -0.284 5.057 -2.686
C 1.866 -1.359 -3.176
C -0.977 -2.022 -0.813
H 1.390 -3.940 -0.483
H -1.781 0.376 6.033
H 1.320 -2.620 0.691
H -2.439 -1.954 0.751
H -1.929 0.357 -4.031
C 0.395 -2.170 -1.192
C 0.644 4.488 -2.566
C -3.062 -0.811 -1.742
H 0.132 -1.106 5.788
H 1.756 -0.469 6.157
H 2.067 -0.313 -3.455
H -1.627 1.942 5.212
C -1.640 -1.230 -1.808
N 1.197 -0.261 4.160
H 1.939 1.794 -2.028
N -1.068 0.256 4.071
H 1.594 -2.003 5.276
H -1.853 0.406 3.440
C -0.689 -0.944 -2.849
H 0.092 3.824 -0.588
C 1.154 -1.011 5.419
H -0.167 1.096 5.806
H -0.363 2.721 -1.883
S 0.240 0.196 1.722
H 2.439 -2.526 -0.686
H 2.614 3.216 -1.249
H 0.900 4.083 -3.553
C 0.573 -1.511 -2.457
C 0.460 3.369 -1.521
H -3.721 -1.614 -2.099
C -1.603 -2.581 0.416
C 1.733 2.557 -1.245
H -2.002 -3.597 0.245
H 1.871 -1.948 -4.106
H -0.879 -2.648 1.239
Gd 0.060 0.234 -0.830
*
```

LUMO energy (alpha / beta): -6.607 / -9.255 eV
Highest occupied orbital energy (alpha / beta): -15.06 / -14.81 eV
Frontier orbital gap (alpha / beta): 8.45 / 5.56 eV
Electronic energy: -1901.05355 Ha
<S²>: 16.139